# 1
Molecular formula: C6H14NO
Method: DFT, the ωB97M-V functional and the def2-TZVPD basis

The geometry in XYZ format:
```
22
C6H14NO the ωB97M-V functional and the def2-TZVPD basis
C 0.720 -0.880 0.504
H 1.236 -0.366 -2.237
H 2.518 0.017 1.412
H 1.246 -1.864 0.328
H 1.388 2.326 1.154
H -1.580 0.757 -2.373
C -0.517 0.544 -2.630
H -2.039 -1.841 -1.218
H -0.323 1.016 -3.588
C -0.217 -0.880 -0.635
H 2.217 0.716 -0.244
H -2.168 1.024 1.982
N 0.858 1.429 1.154
C 0.228 -0.190 -1.810
H -1.712 -0.372 1.817
O -1.354 0.503 1.787
C 1.704 0.308 0.676
H 0.054 1.547 0.495
H 0.554 1.143 2.126
H -1.601 -2.270 0.273
H 0.102 -1.048 1.508
C -1.312 -1.618 -0.481
```

## Properties
Largest force on an atom in eV/Å: 3.142
Frontier orbital gap in Eh: 0.34609
E_LUMO in eV: -3.214
Charge: +1
Energy relative to the best compared isomer or geometry (same formula, charge and spin) in kcal/mol: 51.78

---

# 2
Molecular formula: C6H14NO
Method: DFT, the ωB97M-V functional and the def2-TZVPD basis

The geometry in XYZ format:
```
22
C6H14NO the ωB97M-V functional and the def2-TZVPD basis
N 0.892 0.599 1.864
H 0.349 -0.715 -0.380
H 1.539 0.362 3.708
C -0.677 -0.951 -3.268
H 0.902 0.501 -2.734
H 0.826 -0.407 1.872
C 0.087 0.339 -0.339
H -1.082 -2.953 1.560
O -0.780 -2.519 2.360
H 0.087 -1.614 -3.663
H -0.522 1.138 -3.568
C 1.415 1.084 2.924
H -1.038 -1.590 -2.446
H 0.468 2.248 0.621
H -1.540 -0.922 -3.922
H -1.794 0.410 -1.307
C -0.179 0.421 -2.826
C 0.425 1.169 0.645
H 1.529 2.150 3.050
C -0.795 0.823 -1.448
H -1.102 -3.047 3.093
H -0.879 1.909 -1.428
```

## Properties
Largest force on an atom in eV/Å: 1.659
Frontier orbital gap in Eh: 0.32945
E_LUMO in eV: -4.975
Charge: +1
Energy relative to the best compared isomer or geometry (same formula, charge and spin) in kcal/mol: 36.27

---

# 3
Molecular formula: C6H14NO2
Method: DFT, the ωB97M-V functional and the def2-TZVPD basis

The geometry in XYZ format:
```
23
C6H14NO2 the ωB97M-V functional and the def2-TZVPD basis
N -1.028 -0.167 -0.229
H -1.078 0.078 -1.236
H 2.069 -1.444 1.605
C -2.102 0.199 0.648
H -2.782 -0.537 0.627
C 2.066 -0.449 1.032
C -0.250 2.341 -0.505
O 0.888 0.420 1.111
H 0.611 3.077 -0.616
H -0.332 -2.108 0.442
H -0.690 2.631 0.478
H -2.545 1.208 0.549
H -1.091 2.281 -1.211
H -1.763 0.252 1.683
H 2.873 0.157 1.350
C 0.337 0.562 -0.115
O 1.107 0.065 -1.098
C -0.834 -1.591 -0.355
H -0.436 -1.854 -1.298
H 1.743 -1.832 -0.839
H -1.858 -1.945 -0.403
H 3.013 -0.576 -1.148
C 2.083 -0.768 -0.473
```

## Properties
Largest force on an atom in eV/Å: 5.019
Frontier orbital gap in Eh: 0.42040
E_LUMO in eV: -2.799
Charge: +1
Energy relative to the best compared isomer or geometry (same formula, charge and spin) in kcal/mol: 57.68

---

# 4
Molecular formula: C6H14NO3P
Method: DFT, the ωB97M-V functional and the def2-TZVPD basis

The geometry in XYZ format:
```
25
C6H14NO3P the ωB97M-V functional and the def2-TZVPD basis
O -1.784 -0.277 -0.777
H -3.212 -1.512 -1.581
C -3.746 -1.139 0.393
N 1.582 0.606 0.319
O -0.098 -1.390 0.305
C 4.107 -0.444 0.428
P 2.479 -0.764 -0.375
H 0.762 0.769 -1.342
C -2.663 -1.475 -0.613
H 1.989 -1.915 0.285
O 2.486 -0.689 -1.834
C -0.360 2.157 -0.100
C -0.592 -0.426 -0.244
C 0.344 0.787 -0.387
H -1.254 2.062 -0.641
H -0.645 2.181 0.897
H -4.273 -2.084 0.500
H -3.293 -0.564 1.234
H -2.127 -2.400 -0.485
H 0.169 3.004 -0.276
H 1.480 0.479 1.318
H 4.505 0.317 -0.247
H -4.506 -0.367 -0.115
H 4.058 0.014 1.384
H 4.743 -1.277 0.412
```

## Properties
Largest force on an atom in eV/Å: 4.048
SMILES string: CCOC(=O)[C@@H](C)N[P@H](C)=O
Frontier orbital gap in Eh: 0.38509
E_LUMO in eV: 0.839
Energy relative to the best compared isomer or geometry (same formula, charge and spin) in kcal/mol: 6.03

---

# 5
Molecular formula: C6H14NO7
Method: DFT, the ωB97M-V functional and the def2-TZVPD basis

The geometry in XYZ format:
```
28
C6H14NO7 the ωB97M-V functional and the def2-TZVPD basis
O -1.780 -0.427 -2.216
H 2.106 3.571 0.484
C -0.800 -0.451 0.353
O -0.400 -2.327 -2.626
C 0.512 -0.262 -1.595
C -0.705 -1.258 -1.784
H -2.476 -2.472 0.630
C 2.728 2.829 0.093
H -2.674 -0.821 -1.903
H -0.046 -2.063 -3.497
O 0.780 1.727 1.528
O -0.759 0.908 3.642
C -1.041 -1.786 -0.396
H 0.624 0.354 -2.446
N 0.143 0.405 -0.339
H 0.035 1.460 2.058
H 1.426 -0.710 -1.340
C 0.850 1.309 0.262
H -0.406 -0.707 1.411
O -2.425 -2.138 -0.290
H 3.375 3.164 -0.748
H 3.495 2.426 0.752
O -0.341 -2.932 0.015
H -1.823 -0.172 0.642
O 1.709 1.822 -0.495
H -1.101 1.765 3.967
H -0.623 0.475 4.485
H -0.383 -3.690 -0.646
```

## Properties
Largest force on an atom in eV/Å: 5.201
Frontier orbital gap in Eh: 0.40899
E_LUMO in eV: -2.710
Charge: +1
Energy relative to the best compared isomer or geometry (same formula, charge and spin) in kcal/mol: 2.24

---

# 6
Molecular formula: C6H14NOS
Method: DFT, the ωB97M-V functional and the def2-TZVPD basis

The geometry in XYZ format:
```
23
C6H14NOS the ωB97M-V functional and the def2-TZVPD basis
H 2.780 1.418 -1.765
C -1.796 -1.293 1.939
H -1.653 -3.973 -2.203
C 0.058 2.054 0.533
H 0.117 3.011 -0.039
C 1.028 1.067 -0.160
N -1.344 -1.063 0.798
H 1.116 2.180 -1.887
H 2.405 1.133 1.152
C 1.841 1.791 -1.251
H -0.961 1.680 0.665
H 2.563 -0.471 0.342
H 2.345 2.746 -0.720
C 1.865 0.324 0.736
H -3.206 -3.688 -1.885
S -0.010 -0.064 -1.326
H 0.581 2.294 1.546
O -2.218 -3.444 -1.633
H -1.778 -1.725 -0.904
H 1.284 -0.270 1.599
C -1.104 -1.013 -0.459
H -1.201 -1.831 2.601
H -2.710 -0.862 2.319
```

## Properties
Largest force on an atom in eV/Å: 4.958
Frontier orbital gap in Eh: 0.34927
E_LUMO in eV: -4.199
Charge: +1
Energy relative to the best compared isomer or geometry (same formula, charge and spin) in kcal/mol: 52.88

---

# 7
Molecular formula: C6H14NS2
Method: DFT, the ωB97M-V functional and the def2-TZVPD basis

The geometry in XYZ format:
```
23
C6H14NS2 the ωB97M-V functional and the def2-TZVPD basis
C 2.969 0.735 -0.646
H -2.485 -0.199 1.592
H 0.023 1.002 -1.421
H -2.981 -1.457 -0.435
H -1.862 -0.275 -1.369
H -3.380 0.732 0.379
C 1.016 -0.418 0.719
H -1.190 -2.939 -0.903
C -1.267 1.262 0.643
C -2.078 -0.952 -0.513
H 2.885 1.694 -1.094
H -1.261 1.900 1.580
H 2.722 -0.041 -1.384
S -0.396 2.063 -0.640
C -2.301 0.161 0.537
H 1.300 -1.137 1.498
H 1.219 1.430 0.330
H -0.825 -2.418 0.702
C -1.030 -2.047 -0.354
H 4.031 0.609 -0.400
N 1.942 0.691 0.468
H 2.406 0.820 1.470
S 0.542 -1.216 -0.759
```

## Properties
Largest force on an atom in eV/Å: 4.041
Frontier orbital gap (alpha / beta) in Eh: 0.30278 / 0.24844
E_LUMO (alpha / beta) in eV: -3.746 / -4.577
Charge: +1
Energy relative to the best compared isomer or geometry (same formula, charge and spin) in kcal/mol: 82.77

---

# 8
Molecular formula: C6H14O
Method: DFT, the ωB97M-V functional and the def2-TZVPD basis

The geometry in XYZ format:
```
21
C6H14O the ωB97M-V functional and the def2-TZVPD basis
H -1.719 -0.631 0.447
H 0.040 -2.128 1.936
H -1.250 2.387 -1.579
C -0.507 1.644 -1.872
H 0.735 1.661 0.318
H -1.794 1.121 0.643
C -0.404 0.438 -0.900
H 0.453 2.129 -2.029
H -0.339 -0.397 -1.604
H 2.096 -2.853 1.663
H -0.889 1.293 -2.835
H -2.554 0.325 -0.755
C 0.850 -0.224 1.278
C 0.560 -1.704 1.070
H 1.796 0.355 -0.480
H 0.166 0.179 2.038
H 1.841 -0.152 1.748
C 0.839 0.634 -0.024
H -0.013 -1.956 0.185
C -1.686 0.324 -0.094
O 1.779 -2.445 0.846
```

## Properties
Largest force on an atom in eV/Å: 2.050
SMILES string: CC(C)CCCO
Frontier orbital gap in Eh: 0.40751
E_LUMO in eV: 0.950
Energy relative to the best compared isomer or geometry (same formula, charge and spin) in kcal/mol: 20.76

---

# 9
Molecular formula: C6H14O
Method: DFT, the ωB97M-V functional and the def2-TZVPD basis

The geometry in XYZ format:
```
21
C6H14O the ωB97M-V functional and the def2-TZVPD basis
H -0.982 -2.772 1.376
C 0.400 -0.476 1.277
C -0.945 -2.355 2.374
H 0.876 -2.148 0.144
H -1.780 -2.597 3.036
O 2.317 5.391 -2.590
H 0.326 0.606 1.197
H -1.238 -2.243 -0.976
H 1.420 5.739 -2.710
H -0.020 -2.722 2.802
H 1.294 -0.672 -0.653
H -1.677 -0.311 1.893
H -0.568 0.465 -2.076
C 0.479 -1.153 -0.096
C -1.141 -0.433 -1.879
C -0.774 -0.833 2.196
H 1.351 -0.648 1.774
H -2.063 -0.534 -2.443
C -0.735 -1.283 -0.950
H -0.461 -0.392 3.125
H 2.382 4.479 -2.868
```

## Properties
Largest force on an atom in eV/Å: 1.315
SMILES string: C=CCCCC.O
Frontier orbital gap in Eh: 0.37974
E_LUMO in eV: 0.693
Energy relative to the best compared isomer or geometry (same formula, charge and spin) in kcal/mol: 32.79

---

# 10
Molecular formula: C6H14O
Method: DFT, the ωB97M-V functional and the def2-TZVPD basis

The geometry in XYZ format:
```
21
C6H14O the ωB97M-V functional and the def2-TZVPD basis
H -0.561 -1.863 -1.456
C -0.394 -1.022 0.513
H -0.904 -2.982 -0.128
H 0.509 0.879 -2.050
C 0.643 2.611 -0.760
C -1.704 -0.292 0.497
C -0.256 -2.160 -0.454
H 0.915 -1.971 1.932
H -1.997 -0.028 -0.518
H -0.110 -0.599 2.603
H 0.872 3.338 -1.543
H 2.138 1.219 -1.465
H 0.768 -2.525 -0.479
H -1.658 0.606 1.110
H 1.141 -0.231 1.252
O 0.904 0.272 -0.131
H -2.477 -0.946 0.916
H -0.432 2.636 -0.564
H 1.162 2.914 0.152
C 1.077 1.202 -1.165
C 0.364 -1.056 1.739
```

## Properties
Largest force on an atom in eV/Å: 2.040
Frontier orbital gap in Eh: 0.36594
E_LUMO in eV: 0.908
Energy relative to the best compared isomer or geometry (same formula, charge and spin) in kcal/mol: 67.70